Entry 1:
A structure of composition C14H33F6NNiO17S6 at a distorted geometry. Source: the OMol25 dataset; level of theory: ωB97M-V with the def2-TZVPD basis set.

XYZ file:
```
78
Properties=species:S:1:pos:R:3
Ni 0.449 0.443 0.033
C -2.904 2.593 0.943
F -3.958 2.397 1.714
F -3.022 3.762 0.339
F -1.808 2.606 1.713
S -2.819 1.214 -0.292
O -2.952 0.011 0.467
O -3.804 1.497 -1.273
N -1.244 1.256 -0.834
S -1.069 2.267 -2.110
O -1.966 3.374 -2.160
O 0.318 2.587 -2.240
C -1.489 1.210 -3.603
F -1.647 -0.083 -3.250
F -2.631 1.616 -4.119
F -0.530 1.300 -4.496
O 2.088 -0.013 0.878
H 2.866 -0.197 0.337
O 0.677 -0.847 3.815
S -0.563 -0.569 3.172
O -0.567 0.067 1.902
O -1.374 -1.926 3.064
C -1.481 -2.715 4.233
C -1.752 -4.138 3.807
C -1.599 0.386 4.256
H -2.287 -2.375 4.889
H -0.599 -2.707 4.873
H -1.161 -4.855 4.404
H -1.317 -4.354 2.830
H -2.763 -4.516 3.929
H -1.843 -0.180 5.142
H -2.425 0.701 3.628
H -1.042 1.290 4.499
O 3.402 3.160 0.483
S 2.052 3.444 0.791
O 1.010 2.519 0.485
O 2.010 3.807 2.319
C 0.733 3.836 2.959
C 0.903 4.521 4.271
C 1.610 4.957 0.012
H 0.414 2.802 3.065
H 0.002 4.370 2.350
H -0.030 4.564 4.842
H 1.239 5.553 4.148
H 1.603 4.065 4.975
H 2.213 5.781 0.383
H 0.547 5.152 0.121
H 1.854 4.815 -1.041
O -0.115 -1.557 -0.285
S -0.836 -2.722 -0.660
O -2.030 -3.054 0.020
O -1.118 -2.610 -2.214
C -2.139 -3.510 -2.741
C -2.269 -3.216 -4.217
C 0.280 -4.106 -0.604
H -3.074 -3.320 -2.205
H -1.940 -4.565 -2.517
H -2.368 -2.157 -4.428
H -3.095 -3.801 -4.618
H -1.349 -3.555 -4.705
H 0.645 -4.294 -1.608
H -0.255 -4.972 -0.232
H 1.114 -3.817 0.031
O 2.168 1.535 -3.900
S 2.370 0.515 -2.954
O 1.308 0.046 -2.102
O 2.897 -0.757 -3.759
C 2.439 -2.044 -3.380
C 3.330 -2.681 -2.342
C 3.800 0.837 -1.992
H 2.562 -2.653 -4.285
H 1.371 -2.121 -3.194
H 4.365 -2.693 -2.678
H 3.007 -3.714 -2.217
H 3.271 -2.147 -1.392
H 3.772 1.852 -1.602
H 4.651 0.742 -2.665
H 3.892 0.097 -1.208
```

multiplicity = 3
calculated total energy = -6383.633120 Eh
F_max = 2.22 eV/Å
orbital gap (spin up / spin down) = 8.7 / 8.6 eV
relative energy (zero: lowest compared OMol25 entry of this formula, charge and spin) = 13.6 kcal per mole
E_LUMO (spin up / spin down) = 0.20 / 0.20 eV

Entry 2:
A structure of composition C14H33N3O5P2S2Tl at a distorted geometry. Source: the OMol25 dataset; level of theory: ωB97M-V with the def2-TZVPD basis set.

XYZ file:
```
60
Properties=species:S:1:pos:R:3
C 3.261 3.094 -0.067
N 2.334 3.753 0.798
C 2.187 3.251 2.119
C 0.910 2.296 2.178
O 0.393 2.170 0.876
C -0.776 1.413 0.819
C -1.460 1.593 -0.514
C -2.894 1.093 -0.480
C -3.721 1.431 -1.706
S -2.982 0.742 -3.168
O -3.924 0.566 -4.195
O -2.296 -0.452 -2.731
O -1.929 1.820 -3.659
C -0.525 -0.085 1.185
P -1.114 -0.388 2.943
S 0.310 -0.079 4.262
N 0.852 -0.530 0.961
C 1.184 -1.876 1.516
C 0.175 -3.006 1.243
O -0.283 -3.585 2.215
N -0.133 -3.378 -0.113
C -1.571 -3.145 -0.398
C 0.102 -4.864 -0.205
P 1.452 -0.178 -0.547
C 3.244 -0.448 -0.582
C 0.500 -0.965 -1.951
H 3.907 3.796 -0.575
H 2.679 2.579 -0.861
H 3.835 2.323 0.437
H 2.457 4.758 0.783
H 3.068 2.705 2.428
H 2.055 4.075 2.810
H 0.163 2.630 2.884
H 1.333 1.308 2.475
H -1.476 1.814 1.553
H -0.879 1.118 -1.298
H -1.462 2.663 -0.709
H -3.391 1.475 0.406
H -2.922 0.012 -0.392
H -4.682 0.946 -1.597
H -3.926 2.485 -1.856
H -1.177 1.813 -3.059
H -1.185 -0.673 0.548
H -1.677 -1.666 3.055
H -2.171 0.508 3.147
H 2.119 -2.193 1.063
H 1.377 -1.854 2.576
H -2.191 -3.203 0.492
H -1.759 -2.180 -0.860
H -1.899 -3.872 -1.121
H 0.907 -5.184 0.441
H 0.340 -5.139 -1.222
H -0.792 -5.389 0.106
H 3.614 -0.825 -1.523
H 3.576 -1.060 0.249
H 3.704 0.524 -0.444
H 0.765 -2.026 -1.985
H 0.773 -0.512 -2.928
H -0.575 -0.864 -1.824
Tl 2.201 -1.134 -3.997
```

multiplicity = 1
net charge = +3
calculated total energy = -2743.987610 Eh
F_max = 3.68 eV/Å
orbital gap = 3.7 eV
relative energy (zero: lowest compared OMol25 entry of this formula, charge and spin) = 0.0 kcal per mole
E_LUMO = -13.78 eV

Entry 3:
A cluster of 3 separate species, C14H35BBrIN2O7P in total at a distorted geometry. Source: the OMol25 dataset; level of theory: ωB97M-V with the def2-TZVPD basis set.

XYZ file:
```
62
Properties=species:S:1:pos:R:3
O -2.650 -3.099 -3.493
P -3.056 -2.749 -1.801
Br -5.322 -2.425 -1.634
B -2.195 -1.083 -1.355
O -3.309 -0.151 -0.974
C -2.711 0.506 0.230
C -2.151 -0.853 0.956
I -0.671 -0.249 2.449
O -1.356 -1.393 -0.158
H -2.741 -2.177 -3.925
H -1.658 -0.482 -2.211
H -1.760 1.101 -0.166
H -3.423 1.227 0.816
H -3.137 -1.398 1.270
C 5.975 -0.809 7.123
O 5.477 -2.067 6.689
C 4.756 -2.778 7.704
C 3.248 -2.791 7.398
N 2.654 -1.461 7.566
C 1.303 -1.331 7.012
C 1.122 -1.575 5.499
O 1.721 -0.581 4.668
C 3.118 -0.743 4.467
H 6.690 -0.452 6.377
H 5.171 -0.075 7.199
H 6.494 -0.895 8.082
H 4.960 -2.390 8.706
H 5.117 -3.812 7.670
H 2.748 -3.499 8.070
H 3.129 -3.153 6.373
H 3.249 -0.772 7.119
H 0.977 -0.307 7.228
H 0.631 -1.997 7.565
H 0.046 -1.519 5.293
H 1.430 -2.579 5.190
H 3.417 -1.795 4.433
H 3.671 -0.203 5.237
H 3.374 -0.284 3.504
C -3.304 0.592 -4.257
O -1.991 0.395 -4.766
C -1.967 -0.068 -6.122
C -1.482 1.042 -7.071
N -2.476 2.112 -7.199
C -1.970 3.330 -7.840
C -0.794 4.063 -7.162
O -1.125 4.677 -5.915
C -1.137 3.790 -4.805
H -3.232 0.717 -3.173
H -3.753 1.495 -4.673
H -3.945 -0.271 -4.461
H -2.932 -0.475 -6.439
H -1.237 -0.884 -6.155
H -1.283 0.612 -8.060
H -0.538 1.421 -6.670
H -2.821 2.358 -6.277
H -2.815 4.027 -7.891
H -1.695 3.094 -8.875
H -0.505 4.887 -7.825
H 0.098 3.436 -7.062
H -0.382 3.002 -4.890
H -2.133 3.364 -4.678
H -0.918 4.377 -3.905
```

multiplicity = 1
net charge = -1
calculated total energy = -4428.520579 Eh
F_max = 3.52 eV/Å
orbital gap = 6.5 eV
E_LUMO = 2.28 eV

Entry 4:
A cluster of 3 separate species, C14H35ClN3O4 in total. Source: the OMol25 dataset; level of theory: ωB97M-V with the def2-TZVPD basis set.

XYZ file:
```
57
Properties=species:S:1:pos:R:3
C -1.166 -1.254 3.895
N -0.815 -1.223 2.431
C -1.742 -0.326 1.633
C -1.169 1.027 1.277
O 0.164 0.976 0.842
C 1.063 0.485 1.813
C 1.186 1.398 3.027
O 2.297 0.405 1.209
C 0.656 -0.985 2.114
Cl 1.677 -1.678 3.366
H -2.244 -1.184 3.983
H -0.693 -0.426 4.407
H -0.836 -2.197 4.314
H -0.999 -2.166 2.097
H -2.029 -0.865 0.733
H -2.651 -0.175 2.209
H -1.761 1.386 0.441
H -1.307 1.747 2.089
H 0.843 0.958 3.959
H 2.238 1.639 3.154
H 0.660 2.333 2.854
H 2.185 0.074 0.299
H 0.874 -1.560 1.218
C -6.521 1.801 -2.280
C -5.282 1.055 -2.767
C -4.547 0.271 -1.673
O -3.780 1.063 -0.770
C -4.541 1.701 0.243
N -4.411 1.990 -3.481
H -6.261 2.731 -1.774
H -7.148 2.068 -3.129
H -7.115 1.191 -1.598
H -5.616 0.306 -3.490
H -3.822 -0.386 -2.158
H -5.243 -0.364 -1.109
H -5.380 1.081 0.570
H -4.915 2.671 -0.085
H -3.880 1.877 1.095
H -3.659 1.488 -3.941
H -3.956 2.597 -2.806
C 5.067 0.170 -0.656
C 4.718 -1.295 -0.440
C 5.735 -2.284 -1.017
O 5.692 -2.418 -2.420
C 6.401 -1.434 -3.154
N 3.362 -1.541 -0.957
H 4.852 0.493 -1.675
H 4.470 0.792 0.011
H 6.118 0.372 -0.448
H 4.693 -1.473 0.640
H 5.499 -3.278 -0.627
H 6.751 -2.036 -0.685
H 7.315 -1.134 -2.635
H 5.789 -0.550 -3.350
H 6.672 -1.879 -4.110
H 3.089 -2.491 -0.718
H 3.422 -1.546 -1.972
```

multiplicity = 1
net charge = +1
calculated total energy = -1479.552478 Eh
F_max = 0.44 eV/Å
orbital gap = 8.4 eV
E_LUMO = -3.03 eV

Entry 5:
A cluster of 8 separate species, C14H36BF4N2O5 in total at a distorted geometry. Source: the OMol25 dataset; level of theory: ωB97M-V with the def2-TZVPD basis set.

XYZ file:
```
62
Properties=species:S:1:pos:R:3
B -0.396 -0.095 -0.209
F 0.694 0.151 -1.019
F -0.540 -1.480 -0.023
F -0.157 0.403 1.080
F -1.447 0.577 -0.858
C -3.310 -3.084 -1.013
C -2.736 -4.365 -1.561
N -2.306 -5.322 -1.966
H -4.095 -2.905 -1.626
H -3.280 -3.154 0.103
H -2.554 -2.362 -1.035
C 1.786 -4.109 -0.595
C 2.051 -4.984 0.493
N 2.299 -5.780 1.375
H 1.450 -3.177 -0.232
H 2.639 -4.119 -1.385
H 0.981 -4.561 -1.256
C -0.713 5.219 -2.336
C -0.298 3.883 -1.541
O -1.547 3.255 -0.955
H -1.574 4.969 -3.042
H 0.047 5.348 -3.138
H -1.176 6.024 -1.790
H 0.410 3.937 -0.719
H 0.183 3.211 -2.373
H -1.295 2.453 -0.893
C 0.127 -2.350 4.778
C 0.648 -1.987 3.396
O -0.265 -2.460 2.382
H 0.119 -3.398 4.786
H -0.905 -1.948 5.019
H 0.867 -2.315 5.516
H 1.571 -2.473 2.929
H 0.797 -1.099 3.270
H -0.020 -1.895 1.692
C 3.884 1.844 0.511
C 3.487 1.056 1.886
O 2.230 1.702 2.430
H 4.787 1.604 0.258
H 3.882 2.877 0.534
H 3.319 1.627 -0.290
H 4.378 1.129 2.514
H 3.282 0.132 1.636
H 1.688 1.782 1.693
C -4.114 1.441 2.972
C -2.975 1.245 1.974
O -1.790 1.626 2.612
H -5.013 0.918 2.663
H -4.133 2.376 3.160
H -3.800 0.880 4.036
H -2.995 1.787 0.954
H -2.750 0.208 1.828
H -1.138 1.380 2.012
C 1.127 0.650 -5.570
C 1.101 0.748 -4.064
O 1.077 -0.575 -3.586
H 0.872 1.596 -6.064
H 0.340 -0.198 -5.864
H 2.016 0.406 -5.649
H 0.291 1.078 -3.684
H 1.973 1.189 -3.577
H 0.920 -0.520 -2.582
```

multiplicity = 1
net charge = -1
calculated total energy = -1465.042065 Eh
F_max = 10.53 eV/Å
orbital gap = 9.5 eV
relative energy (zero: lowest compared OMol25 entry of this formula, charge and spin) = 43.9 kcal per mole
E_LUMO = 2.74 eV

Entry 6:
A structure of composition C14H36Cl2F2N2NbO2 at a distorted geometry. Source: the OMol25 dataset; level of theory: ωB97M-V with the def2-TZVPD basis set.

XYZ file:
```
59
Properties=species:S:1:pos:R:3
C -0.958 -2.523 1.481
C -0.766 -2.449 -0.007
F -0.925 -3.775 -0.499
Nb 1.110 -1.398 -0.813
C 2.081 -3.377 -0.917
F 0.246 0.343 -0.599
Cl 0.405 -1.528 -3.170
C 2.043 -1.217 1.187
C 1.733 0.106 1.881
C 2.577 1.251 1.386
Cl 4.189 1.286 2.174
H -1.901 -3.014 1.726
H -1.003 -1.523 1.905
H -0.165 -3.082 1.967
H -1.603 -1.885 -0.426
H 2.675 -0.569 -1.391
H 3.143 -3.211 -1.090
H 1.971 -3.870 0.048
H 1.664 -4.004 -1.695
H 1.779 -2.056 1.824
H 3.120 -1.290 1.034
H 1.900 0.002 2.953
H 0.696 0.396 1.731
H 2.137 2.216 1.586
H 2.775 1.158 0.325
C -4.732 0.442 5.577
C -4.755 -0.980 5.025
C -3.460 -1.767 5.244
O -2.389 -1.396 4.413
C -1.662 -0.250 4.801
N -5.168 -0.941 3.622
H -4.190 1.115 4.913
H -5.748 0.822 5.663
H -4.264 0.481 6.562
H -5.528 -1.531 5.572
H -3.659 -2.813 4.998
H -3.154 -1.724 6.300
H -1.574 -0.190 5.891
H -2.109 0.676 4.429
H -0.666 -0.345 4.370
H -5.326 -1.884 3.282
H -4.392 -0.590 3.068
C 0.675 3.586 -5.520
C 1.290 2.360 -4.847
C 2.819 2.322 -4.877
O 3.398 2.021 -6.136
C 3.483 3.097 -7.037
N 0.669 1.149 -5.376
H 0.655 3.476 -6.605
H -0.356 3.704 -5.190
H 1.223 4.499 -5.275
H 1.028 2.401 -3.785
H 3.147 1.522 -4.212
H 3.238 3.268 -4.503
H 3.722 4.032 -6.515
H 2.561 3.244 -7.608
H 4.289 2.871 -7.736
H 0.972 0.364 -4.804
H 1.041 0.973 -6.305
```

multiplicity = 1
net charge = -1
calculated total energy = -1992.077244 Eh
F_max = 1.93 eV/Å
orbital gap = 7.3 eV
E_LUMO = 2.53 eV

Entry 7:
A structure of composition C14H36CrN4O4. Source: the OMol25 dataset; level of theory: ωB97M-V with the def2-TZVPD basis set.

XYZ file:
```
59
Properties=species:S:1:pos:R:3
Cr -0.371 -0.097 0.311
N 1.440 -1.054 0.233
C 2.034 -1.257 1.586
C 0.912 -1.705 2.495
N -0.183 -0.715 2.324
C -1.482 -1.101 2.927
C -2.498 -0.102 2.425
N -2.356 -0.040 0.937
H 2.005 -0.428 -0.372
H 1.409 -1.944 -0.260
H 2.842 -1.987 1.557
H 2.454 -0.309 1.922
H 0.540 -2.686 2.199
H 1.234 -1.773 3.535
H 0.117 0.143 2.787
H -1.729 -2.113 2.607
H -1.436 -1.104 4.017
H -3.513 -0.374 2.713
H -2.289 0.891 2.821
H -2.855 -0.821 0.512
H -2.824 0.797 0.585
C 3.899 0.588 -2.115
O 2.531 0.753 -1.684
C 1.705 1.232 -2.733
C 0.378 1.655 -2.164
O -0.359 0.522 -1.588
C -1.096 -0.284 -2.550
C -0.877 -1.718 -2.167
O -1.076 -1.801 -0.736
C -1.097 -3.179 -0.287
H 4.311 1.547 -2.428
H 4.463 0.211 -1.265
H 3.958 -0.124 -2.941
H 2.156 2.109 -3.209
H 1.592 0.465 -3.510
H 0.518 2.357 -1.348
H -0.256 2.109 -2.924
H -2.145 0.007 -2.501
H -0.721 -0.099 -3.556
H -1.593 -2.367 -2.674
H 0.136 -2.052 -2.407
H -1.924 -3.698 -0.767
H -0.160 -3.678 -0.542
H -1.242 -3.178 0.789
C -1.432 3.788 1.940
N 0.031 3.726 1.883
C 0.753 4.907 2.401
C 0.679 2.696 1.406
C 2.173 2.728 1.341
O 0.052 1.659 0.968
H -1.756 4.755 1.561
H -1.770 3.690 2.972
H -1.864 3.006 1.325
H 0.019 5.617 2.768
H 1.334 5.384 1.614
H 1.408 4.632 3.226
H 2.607 2.806 2.339
H 2.507 3.606 0.784
H 2.545 1.843 0.836
```

multiplicity = 2
net charge = +3
calculated total energy = -2118.555079 Eh
F_max = 0.11 eV/Å
orbital gap (spin up / spin down) = 8.3 / 8.8 eV
relative energy (zero: lowest compared OMol25 entry of this formula, charge and spin) = 0.0 kcal per mole
E_LUMO (spin up / spin down) = -10.78 / -10.16 eV